Molecular formula: C22H38F5NO14S5
Method: DFT, wB97M-V/def2-TZVPD

structure (SMILES): O=C(O)CCNC(=O)OS(=O)(=O)C(F)(F)C(F)(F)F.O=S1(=O)CCCC1.O=S1(=O)CCCC1.O=S1(=O)CCCC1.O=S1(=O)CCCC1
LUMO energy: 0.3661 eV
F_max: 2.87 eV Å⁻¹

```
! RIJCOSX wB97M-V def2-TZVPD def2/J DEFGRID3
* xyz 0 1
O -0.60505 -1.25174 4.65816
C 0.17062 -0.54437 4.05364
O 0.17035 0.78912 4.25394
C 1.09987 -1.16347 3.04178
C 0.77271 -0.82347 1.59376
N -0.61247 -1.17269 1.22562
C -1.14692 -0.53249 0.14180
O -2.09199 -0.93199 -0.44932
O -0.54953 0.69797 -0.35218
S -0.98403 1.99413 0.41927
O -2.33059 2.38047 0.17441
O -0.59840 1.96567 1.79111
C 0.09438 3.24997 -0.39857
F 1.30287 2.66213 -0.55634
F -0.36773 3.60027 -1.59908
C 0.32233 4.50061 0.51387
F 1.32457 4.25058 1.36393
F 0.69097 5.52914 -0.26372
F -0.75422 4.83077 1.22085
H -0.73873 0.95185 4.55148
H 1.16082 -2.23275 3.21967
H 2.09756 -0.77642 3.23706
H 1.05606 0.21052 1.40831
H 1.42873 -1.44411 0.97995
H -1.24866 -1.16843 2.01457
O -1.85704 -3.26232 2.09472
S -2.39436 -4.59905 2.18793
O -2.34096 -5.35027 3.41650
C -4.07569 -4.57487 1.57750
C -3.93337 -4.82770 0.07938
C -2.88877 -5.94387 -0.06438
C -1.71163 -5.58319 0.84855
H -4.53616 -3.61881 1.81630
H -4.61571 -5.38458 2.06767
H -4.88651 -5.10572 -0.36918
H -3.57688 -3.92248 -0.41781
H -3.32322 -6.89441 0.25179
H -2.55776 -6.06693 -1.09458
H -1.23354 -6.46428 1.26859
H -0.97466 -4.97252 0.32969
O 3.86747 1.76593 1.73573
S 3.46254 2.00193 3.10129
O 2.25084 1.42281 3.63506
C 4.83878 1.61237 4.18122
C 5.62097 2.91693 4.28679
C 4.56928 4.02125 4.45476
C 3.47208 3.77308 3.41201
H 5.41445 0.79374 3.75510
H 4.42626 1.31963 5.14654
H 6.32218 2.89540 5.11969
H 6.19085 3.08496 3.37033
H 4.14248 3.96752 5.45819
H 5.00347 5.01299 4.33722
H 2.49030 4.07181 3.77014
H 3.69130 4.27347 2.47090
O -2.20498 -6.03639 -3.75493
S -2.02566 -7.41962 -3.39565
O -1.82099 -7.83262 -2.03190
C -3.36483 -8.37494 -4.10064
C -2.85926 -8.76996 -5.48459
C -1.39634 -9.19092 -5.29041
C -0.72402 -8.12489 -4.41587
H -4.26900 -7.77096 -4.12384
H -3.51342 -9.25085 -3.46982
H -3.45770 -9.57236 -5.91294
H -2.91163 -7.91290 -6.15933
H -1.36069 -10.15800 -4.78511
H -0.87787 -9.30021 -6.24157
H 0.04059 -8.54799 -3.76974
H -0.30035 -7.32134 -5.01537
O 0.84195 11.36408 -2.60240
S 0.91011 10.18549 -3.42760
O 1.16851 10.27089 -4.84138
C 2.06010 9.03336 -2.68260
C 1.20362 8.20609 -1.72935
C -0.08962 7.89194 -2.49280
C -0.56586 9.19679 -3.14410
H 2.85591 9.58323 -2.18596
H 2.47200 8.41611 -3.48051
H 1.71838 7.30166 -1.41698
H 0.97212 8.78943 -0.83518
H 0.11585 7.14783 -3.26510
H -0.85523 7.47912 -1.83754
H -1.06168 9.02283 -4.09545
H -1.22054 9.76105 -2.48292
*
```


Molecular formula: C4H12N2
Method: DFT, wB97M-V/def2-TZVPD

<S²>: 0.755
energy above the lowest of the compared OMol25 structures with the same formula, charge and spin: 188.5 kJ/mol
LUMO energy (alpha / beta): -2.9998 / -8.3274 eV
F_max: 4.87 eV Å⁻¹

```
! RIJCOSX wB97M-V def2-TZVPD def2/J DEFGRID3
* xyz 1 2
C 2.22955 -1.01222 0.04792
N 1.76609 0.42460 -0.18990
C 0.61859 0.83203 0.70165
C -0.73241 1.30757 -0.02035
C -1.43253 0.01359 -0.63452
N -2.20858 -0.77441 0.28684
H 3.04973 -1.32816 -0.60735
H 2.62466 -1.05348 1.07681
H 1.30609 -1.74916 -0.06723
H 1.57393 0.50288 -1.16670
H 0.98288 1.62427 1.44160
H 0.05942 -0.04970 1.07796
H -0.42038 2.04268 -0.76584
H -1.26087 1.85245 0.89311
H -0.68709 -0.62979 -1.17126
H -2.12564 0.33209 -1.41617
H -3.22341 -0.53799 0.16602
H -2.12004 -1.79726 0.34739
*
```


| no. | calculated total energy (eV) |
| --- | --- |
| 1 | -121346.5419 |
| 2 | -7312.4898 |